{
  "formula": "C20H21AlF29O3",
  "method": "ωB97M-V with the def2-TZVPD basis set",
  "total_energy_ev": -112628.6101,
  "charge": -1,
  "spin_multiplicity": 1,
  "orbital_gap_ev": 6.828,
  "elements": ["F", "C", "F", "F", "C", "F", "F", "C", "C", "C", "Al", "H", "H", "H", "H", "H", "H", "H", "H", "H", "C", "C", "C", "F", "F", "F", "F", "O", "C", "C", "F", "F", "F", "F", "H", "H", "H", "H", "C", "C", "C", "F", "F", "F", "F", "O", "C", "C", "F", "F", "F", "F", "H", "H", "H", "H", "C", "C", "C", "F", "F", "F", "F", "O", "C", "C", "F", "F", "F", "F", "H", "H", "H", "H"],
  "positions_angstrom": [[3.7005, 0.8629, -0.2401], [3.1011, 0.5574, 0.9328], [2.6401, -0.6919, 0.8679], [4.0580, 0.6061, 1.8980], [1.9799, 1.5573, 1.2579], [2.5744, 2.7845, 1.3326], [1.5674, 1.2462, 2.5102], [0.8962, 1.5568, 0.2224], [-0.3663, 2.2905, 0.6233], [-1.2807, 1.4982, 1.5663], [-2.5904, 0.2397, 0.6477], [0.6620, 0.5599, -0.1209], [1.3269, 2.0659, -0.6319], [-0.9256, 2.5282, -0.2705], [-0.0862, 3.2431, 1.0745], [-1.8744, 2.1984, 2.1435], [-0.7274, 0.9191, 2.2950], [-3.1574, -0.7675, 1.8097], [-3.8844, 1.0492, 0.0910], [-1.8812, -0.6611, -0.5084], [-8.1813, 1.9149, -3.3193], [-6.7797, 2.4192, -2.9391], [-5.6339, 1.4052, -2.9381], [-5.8368, 0.4349, -2.0323], [-4.4878, 2.0456, -2.6358], [-6.8348, 3.0781, -1.7651], [-6.4512, 3.3356, -3.9022], [-9.1043, 1.6515, -2.2761], [-9.2172, 0.4146, -1.6884], [-8.9007, 0.4645, -0.1915], [-7.6457, 0.8835, 0.0142], [-9.0398, -0.7828, 0.3184], [-8.5010, -0.5303, -2.3227], [-10.5232, 0.0532, -1.7924], [-8.6330, 2.7526, -3.8482], [-8.1354, 1.0951, -4.0359], [-5.5209, 0.9508, -3.9291], [-9.5955, 1.1410, 0.3131], [4.7172, -0.9230, -5.0782], [3.8192, 0.2830, -4.7579], [3.0538, 0.2684, -3.4343], [2.1745, -0.7501, -3.3827], [2.3631, 1.4264, -3.3227], [2.9780, 0.5142, -5.7893], [4.6588, 1.3569, -4.6743], [4.2253, -1.9074, -5.9720], [3.5165, -3.0044, -5.5442], [2.1122, -3.0416, -6.1522], [1.4101, -1.9512, -5.7983], [1.4689, -4.1398, -5.6953], [3.4871, -3.1157, -4.2049], [4.1631, -4.0980, -6.0191], [5.5594, -0.4935, -5.6181], [5.1337, -1.3670, -4.1743], [3.7431, 0.1941, -2.5891], [2.1789, -3.0870, -7.2418], [4.1945, -0.4717, 4.9858], [3.6161, -1.8597, 4.6601], [2.2436, -2.2166, 5.2332], [2.2617, -2.2316, 6.5847], [1.9117, -3.4588, 4.8114], [4.5198, -2.8178, 4.9797], [3.4561, -1.8968, 3.3116], [5.1767, -0.3938, 6.0134], [4.8566, -0.2085, 7.3313], [5.3459, -1.3699, 8.2005], [4.7803, -2.5301, 7.8219], [5.0035, -1.1290, 9.4899], [3.5497, 0.0442, 7.5279], [5.5394, 0.8844, 7.7569], [4.7427, -0.1849, 4.0924], [3.4135, 0.2784, 5.1065], [1.4835, -1.5118, 4.8852], [6.4317, -1.4600, 8.1259]],
  "forces_ev_per_angstrom": [[-0.2, -0.2, 0.3], [0.5, 0.0, 0.4], [0.2, 0.3, -0.1], [-0.3, -0.1, -0.5], [0.0, -0.2, -0.3], [0.1, 0.1, 0.1], [0.1, 0.0, 0.2], [-0.2, 0.4, -0.4], [-0.3, -0.1, 1.0], [-0.3, -0.3, -0.6], [-0.3, -0.2, 0.5], [-0.1, -0.5, 0.2], [0.3, 0.1, -0.3], [0.0, 0.2, -0.5], [0.2, 0.3, 0.0], [-0.3, 0.2, 0.2], [0.3, -0.1, 0.2], [0.1, -0.1, 0.0], [0.1, 0.2, -0.1], [0.2, 0.1, -0.2], [-0.4, 0.1, -0.5], [-0.2, 0.1, 0.4], [0.5, -0.2, 0.0], [-0.3, 0.0, 0.0], [-0.1, 0.1, -0.1], [0.0, -0.1, 0.0], [0.0, 0.0, -0.2], [0.5, -0.2, 0.5], [-0.1, 0.2, -0.5], [0.0, 0.1, 0.2], [0.0, -0.1, -0.1], [0.0, 0.0, 0.0], [0.1, 0.2, 0.1], [0.0, -0.1, 0.0], [0.0, 0.0, 0.0], [0.2, -0.1, 0.1], [-0.1, 0.0, 0.0], [0.0, 0.0, 0.0], [0.7, -0.1, 0.0], [-0.2, -0.2, -0.4], [-0.1, 0.2, 0.3], [0.1, -0.1, -0.2], [0.0, 0.0, -0.1], [0.0, -0.1, 0.1], [0.1, 0.0, 0.1], [-0.7, 0.1, 0.1], [0.5, 0.1, 0.1], [-0.2, 0.0, -0.1], [0.0, 0.0, 0.1], [0.0, 0.0, 0.0], [-0.1, 0.1, -0.1], [0.0, -0.1, 0.0], [0.0, 0.1, 0.0], [-0.2, 0.0, 0.1], [0.0, 0.0, 0.0], [0.0, 0.0, 0.0], [0.1, 0.5, -0.3], [0.4, -0.1, 0.2], [-0.3, -0.1, -0.1], [0.1, 0.1, 0.0], [0.1, 0.0, 0.0], [-0.1, 0.0, 0.1], [-0.1, 0.1, -0.1], [-0.2, -0.5, 0.3], [-0.1, 0.3, -0.4], [0.1, -0.1, 0.1], [-0.1, 0.0, 0.0], [0.0, 0.0, 0.0], [0.1, -0.1, -0.1], [0.0, 0.1, 0.1], [0.0, -0.1, 0.0], [-0.1, -0.1, 0.2], [0.0, 0.0, 0.0], [0.0, 0.0, 0.0]]
}